The following is a DFT calculation (the ωB97M-V functional and the def2-TZVPD basis) of an isolated ion of composition C9H15N2 and charge +1.

Structure (ORCA input):
```
! wB97M-V def2-TZVPD RIJCOSX def2/J DEFGRID3
* xyz 1 1
H 3.808 2.161 -0.234
N 2.765 1.807 -0.018
C 1.776 2.588 0.214
C 0.298 1.906 0.128
C -0.323 0.369 -0.236
C -1.628 0.245 -0.285
C -2.675 1.233 0.051
C -3.978 0.972 0.195
N 0.776 -0.504 -0.333
C 0.916 -1.730 0.030
C 2.284 -2.228 -0.241
C -0.184 -2.654 0.469
H 1.726 3.663 0.520
H -0.117 2.204 1.097
H -0.030 2.428 -0.786
H -2.080 -0.746 -0.655
H -2.234 2.209 -0.230
H -4.449 0.092 -0.090
H -4.588 1.805 0.464
H 1.559 0.138 -0.553
H 2.388 -3.278 0.279
H 2.177 -2.496 -1.402
H 3.043 -1.463 -0.266
H -1.199 -2.421 0.129
H -0.242 -2.663 1.569
H 0.212 -3.636 0.181
*
```

Its SMILES is [H]/N=C/C/C(=C\C=C)[NH+]=C(C)C. The frontier orbital gap comes out at 8.45 eV.

=====

The following is a DFT calculation (the ωB97M-V functional and the def2-TZVPD basis) of an isolated ion of composition C9H15N2 and charge +1.

Structure (ORCA input):
```
! wB97M-V def2-TZVPD RIJCOSX def2/J DEFGRID3
* xyz 1 1
C 3.193 -0.328 0.112
C 1.853 -0.251 0.859
C 1.055 1.034 0.588
C 0.024 0.930 -0.557
C -0.667 2.287 -0.828
C -0.978 -0.151 -0.266
C -1.159 -1.321 -1.016
C -2.102 -2.221 -0.616
C -2.865 -1.938 0.538
N -2.703 -0.835 1.226
N -1.772 -0.008 0.794
H 3.092 -0.819 -0.859
H 3.928 -0.896 0.683
H 3.610 0.667 -0.062
H 1.249 -1.124 0.583
H 2.024 -0.346 1.934
H 1.740 1.838 0.304
H 0.553 1.386 1.498
H 0.551 0.606 -1.460
H -1.659 2.359 -0.373
H -0.797 2.459 -1.897
H -0.060 3.099 -0.428
H -0.537 -1.487 -1.887
H -2.272 -3.146 -1.153
H -3.618 -2.620 0.914
H -1.684 0.825 1.369
*
```

Its SMILES is CCC[C@H](C)c1cccn[nH+]1. The frontier orbital gap comes out at 9.90 eV.

=====

The following is a DFT calculation (the ωB97M-V functional and the def2-TZVPD basis) of an isolated ion of composition C9H15N2O2 and charge +1.

Structure (ORCA input):
```
! wB97M-V def2-TZVPD RIJCOSX def2/J DEFGRID3
* xyz 1 1
C -2.561 2.098 0.319
C -1.101 2.020 0.321
N -0.475 1.104 -0.290
C 0.865 0.877 -0.535
C 1.429 -0.132 0.500
C 2.796 0.386 1.068
C 1.153 -1.245 -0.588
C 0.563 -2.500 0.030
C 0.425 -0.237 -1.512
C -1.029 0.143 -1.234
O -1.952 -0.853 -0.760
N -1.936 -1.253 0.653
O -2.780 -2.048 0.818
H -2.885 1.405 -0.402
H -2.993 3.148 0.445
H -3.086 1.770 1.160
H -0.732 2.835 0.977
H 1.379 1.658 -0.935
H 0.694 -0.343 1.431
H 3.514 0.751 0.228
H 3.277 -0.484 1.641
H 2.716 1.057 1.891
H 2.141 -1.600 -0.926
H 1.258 -3.280 0.354
H -0.062 -2.904 -0.749
H 0.034 -2.355 0.884
H 0.753 -0.510 -2.588
H -1.405 0.491 -2.200
*
```

Its SMILES is C/C=[N+]1/[C@H]2[C@H](C)[C@@H](C)[C@H]2[C@H]1ON=O. The frontier orbital gap comes out at 9.60 eV.

=====

The following is a DFT calculation (the ωB97M-V functional and the def2-TZVPD basis) of an isolated ion of composition C9H15N2O2 and charge +1.

Structure (ORCA input):
```
! wB97M-V def2-TZVPD RIJCOSX def2/J DEFGRID3
* xyz 1 1
C -1.735 -1.323 2.261
C -1.572 -0.301 1.002
C -1.635 -1.017 -0.361
O -1.000 -0.083 -1.266
C 0.057 0.577 -0.668
N 0.047 2.073 -0.787
C -0.016 2.475 0.719
N -0.267 1.599 1.574
C -0.212 0.237 0.943
O 0.788 -0.477 1.379
C 1.628 -0.799 0.333
C 1.518 0.118 -0.853
C 1.689 -0.568 -2.250
H -1.087 -2.165 2.168
H -2.765 -1.763 2.171
H -1.456 -0.780 3.204
H -2.215 0.494 1.100
H -0.993 -1.877 -0.366
H -2.579 -1.149 -0.723
H 0.961 2.370 -1.149
H -0.682 2.599 -1.296
H -0.007 3.597 0.965
H 1.280 -1.779 0.049
H 2.693 -0.753 0.624
H 2.274 0.983 -0.727
H 1.363 0.088 -3.048
H 1.165 -1.469 -2.581
H 2.759 -0.906 -2.417
*
```

Its SMILES is C[C@@H]1CO[C@@]23[NH2+]C=N[C@@]12OC[C@H]3C. The frontier orbital gap comes out at 10.96 eV.

=====

The following is a DFT calculation (the ωB97M-V functional and the def2-TZVPD basis) of the molecule C9H15N3O2S.

Structure (ORCA input):
```
! wB97M-V def2-TZVPD RIJCOSX def2/J DEFGRID3
* xyz 0 1
C 3.390 -3.774 -0.228
C 1.951 -3.705 -0.727
C 1.321 -2.324 -0.556
C 1.117 -1.945 0.917
C 0.427 -0.642 1.033
N -0.764 -0.470 1.467
N -1.188 0.784 1.466
C -0.327 1.623 1.012
N -0.480 2.978 0.909
C -1.642 3.705 0.789
O -1.608 4.909 0.856
C -2.897 2.894 0.492
O -2.742 2.099 -0.659
C -2.690 2.844 -1.853
S 1.196 0.866 0.530
H 3.442 -3.635 0.849
H 3.821 -4.744 -0.461
H 3.996 -3.007 -0.706
H 1.933 -3.959 -1.789
H 1.346 -4.445 -0.200
H 0.350 -2.310 -1.054
H 1.955 -1.573 -1.034
H 0.501 -2.696 1.414
H 2.084 -1.885 1.420
H 0.368 3.533 0.941
H -3.088 2.201 1.314
H -3.735 3.597 0.382
H -3.599 3.443 -1.984
H -2.612 2.120 -2.661
H -1.824 3.516 -1.879
*
```

Its SMILES is CCCCc1nnc(NC(=O)COC)s1. The frontier orbital gap comes out at 9.62 eV.

=====

The following is a DFT calculation (the ωB97M-V functional and the def2-TZVPD basis) of the molecule C9H15N3O4.

Structure (ORCA input):
```
! wB97M-V def2-TZVPD RIJCOSX def2/J DEFGRID3
* xyz 0 1
N -2.431 -2.140 -2.510
C -1.657 -1.375 -1.682
O -0.474 -1.302 -1.749
C -2.487 -0.598 -0.653
C -1.568 -0.272 0.528
N -2.275 0.164 1.741
C -0.770 1.043 0.100
O -1.309 1.950 -0.496
N 0.556 1.071 0.683
C 1.028 2.505 0.523
C 2.627 2.487 0.702
C 2.990 0.966 0.459
C 1.673 0.217 0.136
C 1.619 -1.156 0.751
O 2.036 -1.457 1.816
O 1.003 -2.073 -0.027
H -2.049 -2.657 -3.272
H -3.445 -1.929 -2.653
H -2.848 0.362 -1.175
H -3.382 -1.108 -0.315
H -0.779 -0.890 0.908
H -2.990 -0.397 1.968
H -2.583 1.120 1.712
H 0.382 2.989 1.283
H 0.783 2.876 -0.472
H 2.891 2.881 1.717
H 3.026 3.149 -0.002
H 3.756 1.045 -0.260
H 3.487 0.724 1.374
H 1.565 0.114 -0.911
H 0.472 -1.780 -0.846
*
```

Its SMILES is NC(=O)C[C@H](N)C(=O)N1CCC[C@H]1C(=O)O. The frontier orbital gap comes out at 9.84 eV.

=====

The following is a DFT calculation (the ωB97M-V functional and the def2-TZVPD basis) of the molecule C9H15N5O2.

Structure (ORCA input):
```
! wB97M-V def2-TZVPD RIJCOSX def2/J DEFGRID3
* xyz 0 1
C 5.460 -0.913 0.280
C 3.866 -0.981 0.484
C 3.053 -0.028 -0.540
C 2.146 0.975 0.355
N 1.301 1.827 -0.543
C -0.144 1.478 -0.407
N -0.774 2.051 0.685
N -2.054 1.781 0.775
C -2.538 0.974 -0.235
C -4.128 0.684 -0.155
C -4.484 -0.591 0.741
C -4.161 -1.982 0.038
O -3.216 -2.704 0.381
O -5.020 -2.365 -1.045
N -1.901 0.368 -1.301
N -0.622 0.637 -1.395
H 5.698 -1.330 -0.767
H 5.931 -1.571 1.093
H 5.867 0.150 0.306
H 3.553 -2.064 0.272
H 3.572 -0.660 1.548
H 2.418 -0.625 -1.272
H 3.837 0.569 -1.129
H 2.902 1.688 0.854
H 1.577 0.429 1.175
H 1.391 2.790 -0.180
H -4.621 1.601 0.332
H -4.567 0.642 -1.215
H -5.609 -0.550 0.949
H -3.943 -0.456 1.745
H -4.791 -1.822 -1.832
*
```

Its SMILES is CCCCNc1nnc(CCC(=O)O)nn1. The frontier orbital gap comes out at 8.79 eV.

=====

The following is a DFT calculation (the ωB97M-V functional and the def2-TZVPD basis) of the molecule C9H15NO.

Structure (ORCA input):
```
! wB97M-V def2-TZVPD RIJCOSX def2/J DEFGRID3
* xyz 0 1
C -2.278 -0.868 2.534
C -1.704 0.285 1.713
C -2.399 0.686 0.426
C -1.010 0.088 0.378
C 0.151 0.989 -0.076
N -0.002 2.285 0.033
O 0.950 3.231 -0.427
C 1.374 0.327 -0.653
C 1.804 -1.018 -0.066
C 1.298 -0.948 -1.501
C 2.230 -1.117 -2.677
H -2.939 -0.483 3.325
H -1.520 -1.460 3.044
H -2.800 -1.561 1.894
H -1.315 1.116 2.345
H -2.543 1.768 0.257
H -3.197 0.060 0.061
H -0.996 -0.894 -0.028
H 0.953 4.043 0.063
H 2.174 1.025 -0.868
H 1.138 -1.480 0.704
H 2.868 -1.198 0.101
H 0.307 -1.328 -1.707
H 2.403 -2.201 -2.874
H 1.829 -0.665 -3.556
H 3.223 -0.685 -2.443
*
```

Its SMILES is C[C@@H]1C[C@H]1/C(=N/O)[C@H]1C[C@@H]1C. The frontier orbital gap comes out at 9.91 eV.

=====

Record-wise ΔE to the lowest compared entry with this formula, charge and spin values, in kJ/mol: 393.52 40.95 697.58 283.84 175.79 176.08 478.78 380.68